Density functional theory data (wB97M-V/def2-TZVPD) for a structure of composition C31H25F3FeO2S at a distorted geometry.

The geometry in XYZ format:
```
63
Properties=species:S:1:pos:R:3:forces:R:3:nbo_charge:R:1
F 5.97496 1.67505 -3.64669 0.400 -0.518 0.497 -0.35
C 5.73582 0.62382 -2.80130 -1.138 -0.098 0.437 0.98
F 6.19700 -0.49421 -3.42308 0.105 0.444 0.237 -0.34
F 6.52798 0.80960 -1.68785 0.097 0.033 -0.875 -0.35
C 4.28156 0.54254 -2.41778 0.959 -0.189 -0.569 -0.28
C 3.62250 -0.67977 -2.28087 -0.196 0.137 0.416 -0.20
C 2.30378 -0.69904 -1.84196 -0.109 0.175 0.318 -0.21
C 1.57724 0.50328 -1.58433 -0.011 0.289 -0.561 0.01
C 0.23260 0.50548 -1.08863 -0.850 0.097 -1.012 -0.86
S -0.92898 1.60038 -1.71524 1.114 -0.576 1.041 2.16
C -2.44428 0.74622 -2.19515 -0.719 -0.294 -0.176 -0.20
C -2.85704 0.55786 -3.52631 0.033 -0.076 0.190 -0.23
C -4.14429 0.07355 -3.80642 0.031 -0.019 0.427 -0.24
C -5.00130 -0.29537 -2.75871 0.214 -0.038 0.122 -0.24
C -4.55888 -0.19117 -1.43431 0.116 0.239 -0.357 -0.21
C -3.31727 0.38897 -1.16889 -0.272 -0.226 0.076 -0.21
O -1.42164 2.48548 -0.66450 -0.428 0.080 -0.502 -1.00
O -0.43422 2.19557 -2.93972 -0.056 0.488 -0.409 -1.00
C 2.26554 1.72658 -1.88391 -0.134 0.054 0.088 -0.23
C 3.60127 1.74288 -2.22219 -0.499 -0.106 -0.135 -0.14
H 4.14337 -1.60871 -2.50758 -0.097 0.156 0.085 0.20
H 1.76831 -1.64276 -1.70415 0.270 0.243 -0.093 0.20
H -0.16835 -0.25706 -0.42517 0.121 0.037 -0.225 0.24
H -2.17967 0.80205 -4.34258 -0.081 0.098 0.236 0.23
H -4.49509 -0.02089 -4.83968 0.242 0.059 0.338 0.20
H -6.01538 -0.65470 -2.96124 0.393 0.027 -0.027 0.19
H -5.17624 -0.52784 -0.59776 0.097 0.198 -0.305 0.21
H -3.04356 0.58733 -0.13852 -0.076 -0.111 -0.311 0.24
H 1.73857 2.68225 -1.79998 0.161 -0.504 0.182 0.23
H 4.12991 2.68583 -2.36013 -0.201 -0.157 0.022 0.20
C -2.26782 -3.89888 1.82212 0.400 -1.538 -0.853 -0.38
C -1.75394 -3.16673 0.67584 0.680 -1.718 -0.798 -0.35
C -0.34703 -2.88449 0.92282 0.357 -1.780 -0.746 -0.35
C -0.00317 -3.42590 2.22611 0.313 -1.811 -0.948 -0.35
C -1.19001 -4.05389 2.77912 0.569 -1.589 -0.911 -0.36
Fe -1.50212 -2.13390 2.33696 -0.405 0.119 -0.265 0.48
C -2.38718 -1.33840 3.91595 -0.435 1.501 0.873 -0.35
C -2.91865 -0.79367 2.68474 -0.051 1.846 0.726 -0.36
C -1.81031 -0.21437 1.95402 -0.214 1.942 0.868 -0.37
C -0.57896 -0.38232 2.71277 -0.980 0.985 0.524 -0.13
C 0.74874 -0.02936 2.25907 -0.296 -0.176 0.956 -0.16
C 1.18627 1.24264 1.81997 0.483 0.079 -0.270 0.01
C 2.58777 1.39933 1.57834 -0.438 0.262 0.135 -0.21
C 3.11351 2.63290 1.24636 -0.053 -0.009 0.148 -0.24
C 2.27338 3.74368 1.09470 0.007 -0.074 -0.264 -0.27
C 0.88732 3.58510 1.21576 0.289 -0.100 0.272 -0.20
C 0.34364 2.37344 1.60286 0.184 -0.281 0.396 -0.21
C -0.95862 -1.13906 3.92187 0.365 1.950 0.948 -0.34
H -3.25295 -4.35338 1.89404 0.177 0.287 0.074 0.21
H -2.28394 -2.96900 -0.25371 0.093 0.111 0.357 0.22
H 0.35252 -2.44602 0.21727 -0.244 0.091 0.247 0.23
H 0.99463 -3.45661 2.65771 -0.316 0.187 -0.011 0.21
H -1.22495 -4.63097 3.70104 -0.098 0.331 -0.158 0.21
H -2.98626 -1.73905 4.72570 0.182 -0.136 -0.156 0.21
H -3.96151 -0.72494 2.40160 0.109 -0.140 0.039 0.21
H -1.83777 0.40624 1.06976 -0.010 -0.349 0.121 0.23
H 1.52045 -0.77576 2.46557 -0.021 0.219 -0.057 0.18
H 3.23098 0.52421 1.69320 -0.127 0.249 -0.079 0.20
H 4.18550 2.72867 1.08959 -0.108 0.045 -0.001 0.20
H 2.69402 4.71268 0.82568 -0.086 -0.187 0.007 0.19
H 0.22856 4.42319 1.01242 0.021 -0.057 0.057 0.20
H -0.73087 2.28753 1.76671 0.399 -0.074 -0.165 0.23
H -0.26542 -1.36610 4.72867 -0.231 -0.129 -0.221 0.21
```
Forces are in eV/Å.

Results
Expectation value of S²: 6.13
HOMO energy (spin up / spin down), hartree: 0.0331 / -0.0289
Spin multiplicity: 5
Energy relative to the best compared isomer or geometry (same formula, charge and spin), eV: 0.0000
Net charge: -2
Gap between HOMO and LUMO (spin up / spin down), eV: 3.82 / 5.50

***

Density functional theory data (wB97M-V/def2-TZVPD) for the ion C3H8N3 with charge +1 at a distorted geometry.

The geometry in XYZ format:
```
14
Properties=species:S:1:pos:R:3:forces:R:3:nbo_charge:R:1
C 0.12763 0.84417 -1.77936 -0.937 -1.014 -0.359 -0.44
N -0.23224 0.04369 -0.63633 -4.933 0.160 5.678 -0.03
N -1.40068 0.31685 0.17753 6.069 -0.584 -6.178 0.11
C -1.20173 -0.34572 1.35387 -0.389 -1.264 1.604 -0.15
N 0.05570 -1.02902 1.36366 -1.449 2.262 -1.530 -0.63
C 0.79601 -0.74909 0.16714 -2.228 0.148 0.655 -0.06
H -0.45961 0.48114 -2.65199 1.146 -0.019 0.179 0.27
H 1.21424 0.86460 -1.76666 -0.069 -0.132 -0.817 0.25
H -0.25640 1.79931 -1.58180 -0.343 1.573 0.183 0.25
H -1.28644 0.48573 2.08838 -0.008 -0.014 0.083 0.28
H -2.12284 -0.96641 1.55257 0.681 0.324 -0.059 0.28
H 0.11544 -1.81411 1.88895 0.418 -2.969 1.342 0.42
H 1.47265 -0.05699 0.48265 2.486 2.346 -0.035 0.20
H 1.34363 -1.53704 -0.30503 -0.445 -0.815 -0.745 0.24
```
Forces are in eV/Å.

Results
HOMO energy (spin up / spin down), hartree: -0.5178 / -0.5178
Spin multiplicity: 1
Energy relative to the best compared isomer or geometry (same formula, charge and spin), eV: 4.7400
Net charge: +1
Gap between HOMO and LUMO (spin up / spin down), eV: 7.44 / 7.44

***

Density functional theory data (wB97M-V/def2-TZVPD) for a structure of composition C34H49Br2CoN6O2SSi at a distorted geometry.

The geometry in XYZ format:
```
96
Properties=species:S:1:pos:R:3:forces:R:3:mulliken_spin:R:1
Co 0.00751 2.14346 -0.63614 -1.111 1.712 -1.309 2.69
C 0.29918 -2.67840 5.67909 -0.015 0.024 0.109 0.00
C 0.17847 -1.33293 5.03039 -0.029 0.026 -0.048 0.01
C -0.93052 -1.01611 4.24682 0.089 -0.038 -0.024 -0.01
C -0.99529 0.18059 3.55538 -0.106 -0.005 -0.039 -0.01
C 0.04104 1.09093 3.69251 0.134 0.368 -0.287 0.02
C 1.10588 0.84534 4.55072 0.137 0.039 0.034 0.01
C 1.17765 -0.37126 5.20119 -0.018 0.010 -0.033 0.00
S 0.03065 2.55251 2.71046 -0.685 -0.084 0.558 -0.02
O 0.89488 3.55572 3.24504 0.188 -0.152 0.064 0.02
O -1.31362 2.87263 2.32979 0.239 -0.136 0.024 0.01
N 0.70462 2.06937 1.23463 0.980 0.425 0.145 0.45
C 2.02274 2.09001 0.96399 -0.196 -0.214 0.500 0.00
C 3.10078 2.03108 1.87074 0.101 0.097 0.160 0.19
C 4.38104 2.02492 1.35541 0.134 -0.033 -0.042 -0.06
C 4.56924 2.05499 -0.02126 0.179 0.012 0.413 0.21
C 3.44496 2.10017 -0.85628 -0.569 0.005 -0.237 0.03
N 2.22266 2.12623 -0.38033 0.115 -0.183 -0.203 0.13
H -0.52058 -3.33342 5.39151 0.003 -0.013 0.016 0.00
H 0.29869 -2.58633 6.76602 -0.014 -0.003 0.010 0.00
H 1.24037 -3.15397 5.40041 -0.002 -0.006 -0.012 0.00
H -1.73939 -1.73094 4.17969 -0.042 -0.001 -0.095 0.00
H -1.84261 0.43296 2.93272 -0.034 -0.068 -0.003 0.00
H 1.84633 1.61627 4.72027 0.039 -0.051 0.029 0.00
H 2.01473 -0.58722 5.85258 0.007 0.038 0.024 0.00
H 2.91825 1.99697 2.93269 0.028 0.037 -0.022 0.03
H 5.23064 1.98969 2.02335 0.013 -0.001 -0.011 0.00
H 5.56249 2.04677 -0.44668 -0.006 -0.014 -0.034 0.00
H 3.54420 2.10475 -1.93508 0.024 0.064 -0.013 0.01
C 0.06933 7.73172 -0.44545 0.007 -0.038 0.116 0.00
C 0.13854 6.51923 -1.32162 -0.027 -0.054 -0.050 0.00
C 0.22329 6.60715 -2.70779 -0.002 -0.129 0.068 0.00
C 0.31285 5.45719 -3.47814 -0.002 -0.001 -0.041 0.00
C 0.30767 4.24406 -2.82276 0.007 -0.022 0.111 0.00
Br 0.45329 2.61443 -3.76832 -0.001 0.040 -0.052 0.01
N 0.19652 4.12668 -1.50223 0.204 -0.262 0.129 0.05
C 0.12024 5.24304 -0.77072 -0.007 0.140 -0.015 0.00
H 0.04393 8.64289 -1.03756 -0.011 0.018 0.017 0.00
H 0.93734 7.77269 0.21366 0.006 0.050 -0.008 0.00
H -0.81696 7.70081 0.18841 -0.017 0.041 -0.015 0.00
H 0.22215 7.57566 -3.19078 0.011 0.015 0.001 0.00
H 0.38255 5.50070 -4.55489 0.022 -0.012 -0.006 0.00
H 0.03886 5.10776 0.30273 -0.026 0.002 0.012 0.01
N -4.97064 0.96035 0.83056 -0.103 -0.119 0.109 0.00
C -4.26135 1.65167 -0.08298 0.579 0.183 -0.461 0.00
C -2.84749 1.68283 -0.06334 -0.521 -0.020 0.129 -0.01
N -2.16135 2.35404 -0.97219 0.418 -0.299 0.500 0.06
C -2.83132 2.99087 -1.93710 -0.115 0.162 -0.228 0.01
C -4.21597 2.93458 -1.96850 0.348 -0.018 0.088 0.00
N -4.91206 2.28215 -1.05607 -0.511 -0.137 0.179 0.00
H -4.52660 0.57823 1.64368 -0.037 0.033 0.052 0.00
H -5.97395 1.03414 0.82037 0.010 0.032 -0.014 0.00
H -2.30455 1.16531 0.71435 0.091 -0.022 -0.009 0.01
H -2.27864 3.53332 -2.68994 0.078 -0.024 0.051 0.00
H -4.77764 3.42732 -2.75202 0.036 0.029 -0.013 0.00
C -1.44279 -2.82774 1.22401 0.081 -0.091 -0.026 0.00
C -1.53776 -3.31002 -0.22928 0.225 0.181 -0.092 0.01
C -1.75324 -4.83405 -0.20504 0.244 0.006 -0.170 0.00
C -2.76012 -2.62540 -0.86568 0.136 -0.014 -0.112 0.00
Si 0.09506 -2.93751 -1.20208 -0.083 0.478 -0.070 0.03
Br -0.07209 -0.10630 -1.18730 0.039 -2.368 -0.401 0.09
C 0.04638 -3.16325 -3.13048 0.072 0.244 0.469 0.00
C 0.06783 -4.66750 -3.44695 0.022 -0.028 0.225 0.00
C 1.25092 -2.50081 -3.81383 -0.041 -0.050 0.050 0.00
C -1.22650 -2.53955 -3.72128 0.012 -0.043 0.078 0.00
C 1.78171 -3.05871 -0.25152 -0.264 0.176 -0.093 0.00
C 2.08610 -4.54984 -0.02106 -0.259 -0.024 -0.143 0.00
C 1.73898 -2.34659 1.11069 -0.086 -0.024 -0.002 -0.01
C 2.93506 -2.44217 -1.05500 -0.105 -0.049 -0.075 0.00
H -2.42968 -2.93557 1.68009 -0.040 0.035 0.011 0.00
H -1.13744 -1.78368 1.29363 -0.002 0.055 0.068 0.00
H -0.75932 -3.44056 1.81110 0.009 0.058 0.004 0.00
H -2.62490 -5.06249 0.41136 -0.033 0.013 0.012 0.00
H -0.89446 -5.34963 0.22897 -0.058 -0.103 0.032 0.00
H -1.93073 -5.24545 -1.19854 -0.046 -0.008 0.019 0.00
H -3.59220 -2.64745 -0.15940 0.006 -0.027 0.054 0.00
H -3.09473 -3.13793 -1.76380 0.000 0.040 0.010 0.00
H -2.54979 -1.58418 -1.11320 -0.146 0.036 -0.007 0.00
H 0.97953 -5.14826 -3.08803 0.018 -0.047 -0.030 0.00
H 0.03239 -4.79194 -4.53109 0.007 -0.014 -0.028 0.00
H -0.78772 -5.19552 -3.02565 -0.007 -0.021 -0.048 0.00
H 2.17736 -3.03048 -3.60903 0.009 0.062 -0.036 0.00
H 1.35625 -1.45390 -3.52620 0.077 0.020 -0.027 0.00
H 1.09530 -2.53865 -4.89373 -0.029 0.005 -0.028 0.00
H -2.12133 -3.09272 -3.44844 0.004 0.041 -0.023 0.00
H -1.15168 -2.56799 -4.80998 0.032 -0.021 -0.031 0.00
H -1.34000 -1.49743 -3.42167 -0.094 0.011 -0.046 0.00
H 1.32839 -5.03035 0.59994 0.034 -0.034 0.040 0.00
H 3.04620 -4.64362 0.48987 0.028 0.002 0.016 0.00
H 2.15550 -5.09976 -0.96126 0.045 -0.058 0.009 0.00
H 1.10144 -2.86100 1.82542 0.045 0.070 0.011 0.00
H 1.40244 -1.31152 1.02139 -0.008 0.011 0.040 0.01
H 2.74863 -2.33669 1.52835 0.051 -0.031 -0.023 0.00
H 3.14705 -3.00756 -1.95820 0.053 0.055 0.013 0.00
H 3.84063 -2.46563 -0.44473 -0.005 -0.008 0.069 0.00
H 2.73031 -1.40416 -1.32329 0.036 0.016 -0.044 0.00
```
Forces are in eV/Å.

Results
Expectation value of S²: 6.05
HOMO energy (spin up / spin down), hartree: -0.4881 / -0.4880
Spin multiplicity: 5
Energy relative to the best compared isomer or geometry (same formula, charge and spin), eV: 1.0910
Net charge: +2
Gap between HOMO and LUMO (spin up / spin down), eV: 8.24 / 4.59

***

Density functional theory data (wB97M-V/def2-TZVPD) for a cluster of 2 separate species, C5H13NSi in total at a distorted geometry.

The geometry in XYZ format:
```
20
Properties=species:S:1:pos:R:3:forces:R:3:nbo_charge:R:1
C -3.45486 0.31710 -0.62940 -2.171 -1.471 0.082 -0.53
C -2.44331 0.00765 0.09403 5.619 -1.040 2.129 -0.36
C 0.20778 -2.55220 -0.54349 1.572 -1.584 -1.437 -0.60
C 0.51541 2.67626 0.65159 -0.942 -1.188 -3.075 -0.42
C 1.23930 -1.48629 -0.17918 0.319 0.804 -2.535 -0.87
N 1.14161 1.36118 0.67952 -0.630 -0.295 -1.862 -1.08
Si 0.48888 0.26425 -0.49535 -1.352 -0.517 1.714 1.39
H -4.37148 -0.25458 -0.36214 0.009 0.897 -0.316 0.19
H -3.42570 0.86066 -1.53946 -0.009 0.512 -0.595 0.21
H -2.28296 -0.64306 1.03870 -1.026 1.155 -1.785 0.19
H 0.42277 -3.68207 -0.47388 0.542 1.784 -0.189 0.21
H -0.61151 -2.44782 0.07089 -1.996 0.464 1.383 0.21
H -0.11145 -2.33109 -1.54007 -0.548 -0.320 -0.793 0.20
H 0.60086 3.24683 1.53847 0.116 0.490 0.791 0.21
H 0.98028 3.16621 -0.25479 -0.693 0.294 1.185 0.19
H -0.56886 2.41549 0.37662 0.986 1.297 0.667 0.20
H 2.11534 -1.33599 -0.93959 -1.116 -1.062 1.397 0.23
H 1.56416 -1.76252 0.78710 0.911 0.640 1.172 0.24
H 1.51426 1.03487 1.51791 0.518 -0.547 1.432 0.40
H 0.65959 0.79666 -1.90758 -0.109 -0.312 0.635 -0.19
```
Forces are in eV/Å.

Results
HOMO energy (spin up / spin down), hartree: -0.2673 / -0.2674
Spin multiplicity: 1
Energy relative to the best compared isomer or geometry (same formula, charge and spin), eV: 4.9860
Gap between HOMO and LUMO (spin up / spin down), eV: 7.79 / 7.79